# 1
Entry from OMol25: a structure of composition C14H56N2O13 (ωB97M-V/def2-TZVPD).

XYZ file:
```
85
Properties=species:S:1:pos:R:3:forces:R:3:mulliken_charge:R:1
C -19.21792 15.82649 14.39693 1.2 -2.1 -1.5 0.9971
C -19.02860 14.29491 14.05671 1.8 3.1 0.7 -0.3766
O -18.35882 13.56814 15.12790 -0.8 4.9 -10.1 -0.2621
H -19.79282 15.96504 15.31256 3.0 -4.3 -3.4 0.8037
H -19.75332 16.29861 13.57319 2.0 -0.8 2.1 -0.6382
H -18.26092 16.30785 14.59828 -6.1 -2.2 0.0 -1.4508
H -18.46850 14.09213 13.14387 0.1 1.0 0.2 1.9679
H -20.04257 13.90825 13.95441 1.6 -0.3 0.6 0.1831
H -17.42117 13.75852 15.20641 -1.6 -0.5 0.2 0.8097
C -20.80905 11.64628 13.20086 -0.1 -0.4 -0.5 -1.0903
C -19.46166 12.25500 12.73224 -2.7 -2.6 -1.3 -0.0624
O -18.48850 11.88181 13.63952 0.9 -1.4 -1.6 -0.7058
H -20.72945 10.57521 13.38681 0.2 0.0 0.0 0.4030
H -21.62813 11.76612 12.49174 0.0 0.2 -0.4 0.2722
H -21.10990 12.13379 14.12818 1.2 -1.7 -1.5 0.2518
H -19.67136 13.32233 12.66199 0.2 -1.5 -1.7 0.3165
H -19.19977 11.80222 11.77594 0.1 0.2 -0.2 0.5646
H -18.69232 12.24715 14.50357 -0.1 -0.1 -0.1 0.4337
C -22.52686 18.52168 15.16583 -0.6 2.4 -0.4 -1.1043
C -21.41993 18.21230 16.16777 1.3 1.0 -0.5 -0.2290
O -20.26665 17.61020 15.47539 -1.9 10.1 -4.6 -0.4669
H -23.52490 18.53765 15.60373 -0.1 -0.3 0.3 0.3817
H -22.55123 17.80912 14.34135 -0.6 1.7 -0.4 0.5683
H -22.43430 19.52933 14.76066 0.3 0.1 -0.1 0.3864
H -21.82181 17.54592 16.93101 0.6 1.9 -0.4 0.0035
H -21.09334 19.10262 16.70513 0.1 0.2 -0.3 0.5544
H -20.12807 16.70726 15.77049 -0.2 4.0 0.2 -0.7969
O -20.84937 16.31294 12.43428 -1.3 1.2 -3.2 -0.7127
H -20.21681 16.99027 12.67371 -0.5 1.1 -0.9 0.3878
H -20.53236 15.97362 11.59727 0.0 0.0 -0.6 0.3589
O -19.78810 13.19188 16.48731 -2.6 2.3 9.5 -0.8217
H -20.63469 12.93933 16.11890 0.7 -3.0 2.9 0.8343
H -19.31450 13.58402 15.75372 -1.1 1.5 0.8 0.3111
O -21.32729 13.19710 15.40286 -10.2 -4.4 -2.9 -0.4814
H -21.17781 14.13160 15.25933 -0.4 1.0 -1.0 -0.8964
H -21.87822 12.92659 14.66833 -1.2 0.7 0.7 0.4443
O -17.91655 12.52534 16.49389 10.8 -8.7 5.6 -0.9193
H -17.72014 11.83651 15.85894 0.8 -0.6 0.5 0.3866
H -18.86579 12.63673 16.44120 -2.0 -2.1 2.0 0.3808
O -16.83803 14.90905 14.63203 -5.0 -7.5 -15.0 -1.4524
H -16.87838 15.80347 14.29347 0.8 -1.3 -2.6 0.5813
H -16.75787 14.36047 13.85173 -0.1 -0.8 -1.6 0.4315
O -17.01583 16.50413 13.44143 2.2 4.5 -14.4 -0.4826
H -17.71025 17.13609 13.62756 -0.7 1.1 -2.9 1.0680
H -16.24957 17.04165 13.24103 0.8 0.3 -0.3 0.5038
O -15.68417 14.47195 16.03908 9.4 -3.8 8.4 -0.9400
H -15.70754 13.55108 16.29922 0.6 -0.5 0.9 0.3744
H -16.17844 14.50254 15.21994 3.6 -1.7 1.4 0.7697
O -17.66809 14.84367 17.09731 -3.0 -2.0 3.4 -0.6557
H -16.77630 14.87962 16.75140 1.5 -0.3 0.8 0.8806
H -17.91907 13.92331 17.01869 0.3 -0.4 0.9 0.3987
C -23.59417 15.53228 14.77874 -1.9 1.2 2.1 -1.8719
C -22.18756 15.91611 15.17608 -0.3 -1.7 -3.3 1.1098
C -21.82996 15.82208 16.63157 0.6 -3.3 -1.0 -2.3944
O -20.39030 16.22093 16.75431 -5.2 -7.4 8.7 0.7953
C -20.00975 15.90558 18.03788 -0.3 -2.4 3.3 -1.1735
N -21.45612 14.94892 14.28823 -1.3 4.7 -1.4 -0.0634
H -24.20107 16.21430 15.37425 -0.8 0.1 -0.2 0.4465
H -23.95521 14.55121 15.08736 0.6 -0.3 0.2 0.3703
H -23.92156 15.61333 13.74223 0.7 0.5 -0.1 0.4193
H -21.90540 16.92467 14.87396 -0.1 -2.8 -0.1 0.1017
H -21.87769 14.76172 16.87952 0.1 0.1 0.6 1.0176
H -22.57220 16.35465 17.22617 0.4 -0.3 0.4 0.4325
H -20.52192 16.52974 18.77014 -0.9 -0.2 0.1 0.4988
H -18.97143 16.18541 18.21588 -3.2 -2.1 0.8 0.0482
H -20.04392 14.82537 18.17960 -0.7 0.0 0.4 0.3007
H -21.88173 14.87219 13.37551 -0.9 -0.2 0.5 0.4477
H -20.58393 15.37333 14.00668 -2.2 -0.3 0.5 -1.6956
C -17.56782 19.60767 18.65699 -0.5 -0.6 -0.7 -1.5213
C -17.53926 18.10267 18.90087 -1.0 -1.3 0.0 0.2930
C -17.88287 17.07986 17.74067 2.9 5.8 -0.3 0.3476
O -16.96357 17.35645 16.67469 -0.2 -0.7 -0.7 -0.6716
C -17.10237 16.44229 15.53261 0.8 8.6 10.0 1.1986
N -16.27063 17.82856 19.52287 0.9 -0.4 -0.1 -0.8357
H -16.79391 19.78223 17.90955 0.1 0.3 0.1 0.2647
H -17.35787 20.16724 19.56853 0.1 -0.2 -0.1 0.3998
H -18.49847 19.96921 18.21964 -0.1 -0.1 0.0 0.2997
H -18.23038 17.70995 19.64666 -0.7 0.8 0.4 0.4785
H -18.92683 17.24546 17.47452 1.6 1.9 -1.3 -0.6600
H -17.85413 16.04393 18.07850 2.2 1.0 0.3 0.1416
H -17.53056 16.86425 14.62339 2.4 3.7 8.4 -0.2389
H -17.79855 15.65843 15.83097 0.7 2.0 0.8 -2.6309
H -16.15553 15.98895 15.23925 1.8 4.7 3.6 1.1922
H -16.24045 16.82634 19.64434 0.3 -0.3 0.3 0.3636
H -15.56588 17.99748 18.81940 0.4 0.1 -0.1 0.3258
```
Forces are in eV/Å.

Values from the calculation:
**Kohn-Sham gap**: 7.614 eV
**E_LUMO**: -0.0182 Ha
**Charge**: 0
**E_tot**: -44970.7564 eV


# 2
Entry from OMol25: a structure of composition C6H7N (ωB97M-V/def2-TZVPD).

XYZ file:
```
14
Properties=species:S:1:pos:R:3:forces:R:3:mulliken_charge:R:1
C -2.06845 0.80413 -0.19595 -2.2 -3.9 0.9 0.7082
C -1.28076 1.79628 -0.37494 1.6 2.8 -0.4 -0.7574
C -2.40263 -0.49818 0.16488 -6.9 4.5 -1.3 -0.7385
C -0.44006 0.02941 0.07426 3.6 0.6 -0.1 1.4767
C 0.29196 -0.19924 -1.29031 1.1 2.6 0.9 -1.3425
C 0.53023 0.48671 1.23989 1.4 -1.6 -0.9 -1.2242
N -1.27759 -1.05422 0.37462 5.8 -4.0 1.8 -0.5965
H -3.36550 -0.89616 0.42998 -0.2 0.0 -0.3 0.3911
H -0.38779 -0.61123 -1.98349 -1.1 0.2 -1.0 0.3939
H 1.03881 -0.96756 -1.25396 0.7 -0.4 0.8 0.3693
H 0.82974 0.79042 -1.65063 -1.4 -2.0 0.6 0.3137
H 1.21145 -0.40471 1.53145 -0.9 1.0 -1.2 0.3303
H 0.17675 0.68416 2.25452 -0.9 0.7 -0.6 0.3625
H 1.18652 1.27610 0.79984 -0.6 -0.4 0.8 0.3136
```
Forces are in eV/Å.

Values from the calculation:
**Kohn-Sham gap (alpha / beta)**: 7.019 / 7.240 eV
**<S²>**: 2.01
**E_LUMO (alpha / beta)**: 0.0302 / -0.1148 Ha
**Charge**: 0
**Multiplicity**: 3
**E_tot**: -7815.9113 eV


# 3
Entry from OMol25: an isolated molecule of C27H26N4O5 (ωB97M-V/def2-TZVPD).

XYZ file:
```
62
Properties=species:S:1:pos:R:3:forces:R:3:mulliken_charge:R:1
C -0.36396 -0.37359 -3.31741 0.0 -0.2 0.1 -1.5780
C -0.69038 0.28048 -2.02801 0.2 0.5 0.3 0.4977
C 0.13211 0.94810 -1.15871 -0.4 -0.4 0.0 0.1080
N 1.50297 1.21672 -1.27049 -0.4 0.4 0.1 -0.1113
C 2.42239 0.34920 -1.74896 0.7 0.3 0.1 0.5086
O 2.18269 -0.79797 -2.05723 0.0 -0.3 -0.1 -0.6067
C 3.81912 0.96512 -1.94689 -0.2 0.2 -0.3 -0.9645
O 4.66755 0.60724 -0.86247 0.1 -0.5 -0.2 -0.1753
C 5.22107 1.57417 -0.13903 0.1 0.4 0.2 0.6731
O 5.11628 2.75154 -0.36355 0.1 -0.1 0.1 -0.6237
C 6.02432 0.98978 1.02239 0.0 0.1 0.0 -0.4840
O 5.56464 -0.26861 1.43398 -0.2 -0.2 0.0 -0.5255
C 4.20145 -0.39423 1.60338 -0.2 -0.1 0.1 -0.0361
C 3.36125 0.67200 1.90025 0.4 -0.1 0.1 0.0652
C 1.99613 0.47874 1.96880 -0.2 -0.2 0.0 -0.8235
C 1.44004 -0.77652 1.73308 0.5 0.2 0.0 0.1050
N 0.05994 -0.91700 1.79103 -0.4 0.3 0.4 -0.1372
C -0.73501 -1.78212 1.07214 -0.2 -0.2 -0.2 0.2105
C -0.28270 -2.45444 -0.06672 0.1 0.1 0.0 0.1649
C -1.11376 -3.34130 -0.72294 -0.1 -0.1 0.0 -0.9804
C -2.40918 -3.56430 -0.28114 -0.1 -0.2 -0.1 -0.6580
C -2.88115 -2.85802 0.81402 0.0 0.0 -0.1 -0.7425
C -2.05887 -1.97339 1.48139 0.1 0.0 0.0 -0.1849
C 2.29470 -1.85779 1.51835 -0.1 0.1 0.1 -0.1205
C 3.65795 -1.66459 1.44599 0.3 0.2 0.0 -0.8160
C -0.66977 1.45946 -0.07404 0.1 -0.4 -0.4 0.2708
O -0.36306 2.15816 0.88005 0.1 0.4 0.3 -0.7666
N -1.95735 1.01356 -0.35279 0.3 -0.2 0.0 0.8070
C -3.12374 1.46567 0.27643 -0.4 0.2 0.1 -0.0432
C -4.24363 1.83635 -0.46421 0.2 0.0 0.0 0.0291
C -5.38193 2.27894 0.18326 -0.1 0.0 0.0 -0.7162
C -5.41047 2.37455 1.56428 -0.1 0.0 0.0 -0.4794
C -4.28636 2.03472 2.29821 0.0 0.0 0.0 -0.9344
C -3.14765 1.57626 1.66346 0.1 -0.1 -0.1 -0.0429
N -1.97424 0.35670 -1.57272 0.2 0.3 -0.2 -0.0930
C -3.01162 -0.59799 -1.87812 -0.3 -0.4 -0.1 -1.5851
H -1.25557 -0.74716 -3.80969 -0.1 0.0 -0.1 0.4213
H 0.33837 -1.18908 -3.14673 -0.1 0.0 0.0 0.2995
H 0.13287 0.33992 -3.97379 0.0 0.0 0.0 0.4035
H 1.80152 2.05906 -0.79582 0.1 0.0 -0.2 0.4012
H 4.25331 0.52802 -2.85098 -0.1 0.1 0.1 0.2812
H 3.77703 2.05603 -2.03144 0.0 -0.2 0.0 0.4485
H 7.05546 0.83744 0.68604 -0.1 0.1 0.0 0.3781
H 6.03500 1.72497 1.83914 -0.1 -0.1 -0.2 0.3289
H 3.75435 1.66396 2.06484 0.1 0.1 0.0 0.4772
H 1.34794 1.31878 2.16875 -0.1 0.1 0.0 0.4589
H -0.42011 -0.19162 2.30301 0.0 -0.1 -0.1 0.3200
H 0.70707 -2.26065 -0.44875 0.1 0.0 0.0 0.3644
H -0.74476 -3.86117 -1.59567 0.0 0.0 -0.1 0.3930
H -3.04820 -4.26892 -0.79203 -0.1 -0.1 0.0 0.3936
H -3.89637 -3.00277 1.15504 -0.1 0.0 0.0 0.4231
H -2.43205 -1.42807 2.33706 0.0 0.0 0.1 0.4212
H 1.88896 -2.85077 1.40681 0.0 -0.1 0.0 0.6158
H 4.32282 -2.49066 1.25224 0.1 -0.1 -0.1 0.4515
H -4.21631 1.79691 -1.54220 0.0 0.0 -0.1 0.4688
H -6.24725 2.56167 -0.39754 -0.1 0.0 0.0 0.4066
H -6.30075 2.72356 2.06466 -0.1 0.0 0.0 0.3990
H -4.29671 2.12228 3.37417 0.0 0.0 0.1 0.4053
H -2.26625 1.33008 2.23064 0.1 0.0 0.0 0.4567
H -3.56521 -0.29197 -2.76906 0.0 0.0 0.1 0.3297
H -3.70053 -0.65674 -1.03806 0.1 0.0 -0.1 0.5216
H -2.58439 -1.58877 -2.03569 -0.1 0.1 0.1 0.5202
```
Forces are in eV/Å.

Values from the calculation:
**Kohn-Sham gap**: 7.863 eV
**E_LUMO**: 0.0230 Ha
**Charge**: 0
**E_tot**: -44619.1462 eV


These records have ΔE to the lowest compared entry with this formula, charge and spin values of 1225.88, 100.93, 10.45 kcal/mol, in the order they appear.